(1)
ORCA calculation (ωB97M-V with the def2-TZVPD basis set) on a 33-piece molecular cluster, H66O33 overall at a distorted geometry.

Element x y z (Å)
O: 1.221 5.910 -2.392
H: 0.742 5.138 -2.093
H: 2.010 5.559 -2.805
O: 3.265 -0.160 -2.117
H: 2.666 -0.848 -1.827
H: 3.273 -0.236 -3.071
O: 0.501 0.093 -2.871
H: -0.374 0.478 -2.930
H: 0.575 -0.194 -1.961
O: 1.722 -2.384 -0.961
H: 1.559 -3.326 -0.919
H: 1.083 -2.002 -0.360
O: -1.033 -2.610 1.666
H: -1.822 -2.502 2.197
H: -0.333 -2.752 2.303
O: 1.056 2.419 -4.483
H: 1.124 1.575 -4.037
H: 0.744 2.203 -5.361
O: -0.150 -3.823 -2.887
H: 0.560 -4.400 -3.169
H: -0.138 -3.101 -3.516
O: 0.609 -1.270 -5.523
H: 0.579 -0.515 -4.936
H: 1.430 -1.711 -5.305
O: -5.651 1.069 -0.516
H: -6.489 0.660 -0.300
H: -4.993 0.457 -0.186
O: -3.133 4.768 1.463
H: -3.016 4.300 2.290
H: -3.167 4.079 0.800
O: 2.099 2.223 -0.978
H: 2.767 2.376 -0.310
H: 2.460 1.523 -1.523
O: 4.633 -3.239 -0.107
H: 5.479 -3.056 -0.515
H: 4.152 -3.740 -0.766
O: 4.281 2.607 0.842
H: 4.044 1.712 1.087
H: 4.772 2.939 1.594
O: -3.536 1.606 4.487
H: -4.448 1.531 4.206
H: -3.065 1.884 3.701
O: 3.240 -4.071 2.318
H: 3.492 -4.945 2.019
H: 3.723 -3.473 1.748
O: -1.429 2.553 2.844
H: -0.684 2.264 3.371
H: -1.242 2.225 1.964
O: -0.822 -4.816 0.203
H: -0.940 -4.017 0.717
H: -0.702 -4.508 -0.695
O: -1.382 2.473 0.083
H: -1.017 2.756 -0.755
H: -2.251 2.873 0.113
O: 0.012 3.481 -2.064
H: 0.171 3.214 -2.969
H: 0.719 3.071 -1.565
O: 4.274 -0.378 3.231
H: 3.487 -0.911 3.338
H: 4.321 -0.203 2.291
O: -2.453 -2.115 -2.357
H: -2.931 -2.905 -2.608
H: -1.603 -2.435 -2.055
O: 1.381 3.221 2.424
H: 2.337 3.195 2.423
H: 1.150 3.571 1.563
O: 4.489 -0.474 0.509
H: 4.498 -0.363 -0.441
H: 4.647 -1.409 0.642
O: -3.232 -0.249 -0.388
H: -2.341 0.023 -0.166
H: -3.132 -0.766 -1.187
O: 0.532 0.006 4.596
H: 1.297 -0.469 4.921
H: 0.477 0.781 5.154
O: 0.865 -4.686 3.683
H: 1.436 -5.027 4.372
H: 1.420 -4.661 2.903
O: -3.932 3.206 -0.707
H: -3.818 3.130 -1.654
H: -4.595 2.550 -0.492
O: -1.613 -1.734 4.580
H: -2.141 -1.278 5.235
H: -0.877 -1.145 4.412
O: 1.658 -1.715 2.502
H: 1.205 -1.492 3.315
H: 2.267 -2.411 2.749
O: -2.650 2.691 -3.712
H: -2.461 1.757 -3.799
H: -2.319 3.079 -4.521
O: -4.983 -1.212 1.780
H: -4.441 -1.047 1.010
H: -4.650 -2.036 2.137
O: 0.117 -0.025 -0.087
H: 0.667 -0.296 0.648
H: -0.234 0.826 0.176
O: -2.287 0.064 -3.774
H: -2.282 -0.728 -3.237
H: -2.490 -0.246 -4.657

Calculated values
LUMO level ... -1.096 eV
Energy above the lowest of the compared OMol25 structures with the same formula, charge and spin ... 3.614 eV
2S+1 ... 1
HOMO level ... -9.81 eV
F_max ... 1.5 eV/Å
Electronic energy ... -68642.57292 eV
HOMO-LUMO gap ... 8.713 eV

Atom charges from the Mulliken analysis, given in e for atoms 1 to 2:
1. O -0.657
2. H 0.470


(2)
ORCA calculation (ωB97M-V with the def2-TZVPD basis set) on a 4-piece molecular cluster, H6IO3 overall.

Element x y z (Å)
I: -1.166 1.158 0.392
O: -0.113 1.835 -3.078
H: -0.652 1.693 -2.299
H: -0.032 2.786 -3.144
O: -0.655 -2.297 -0.460
H: 0.175 -2.532 -0.044
H: -0.824 -1.401 -0.168
O: 1.378 -0.622 2.774
H: 0.766 -0.035 2.331
H: 1.122 -0.584 3.696

Calculated values
LUMO level ... 3.496 eV
Energy above the lowest of the compared OMol25 structures with the same formula, charge and spin ... 0.224 eV
2S+1 ... 1
Net charge ... -1
HOMO level ... -4.24 eV
F_max ... 1.0 eV/Å
Electronic energy ... -14343.75801 eV
HOMO-LUMO gap ... 7.734 eV

Atom charges from the Mulliken analysis, given in e for atoms 1 to 2:
1. I -0.770
2. O -0.619


(3)
ORCA calculation (ωB97M-V with the def2-TZVPD basis set) on a 4-piece molecular cluster, H6IO3 overall at a distorted geometry.

Element x y z (Å)
I: 0.970 -0.432 -0.402
O: 2.562 -3.581 0.826
H: 2.213 -2.860 0.404
H: 2.282 -3.709 1.715
O: -0.911 2.291 -2.135
H: -0.766 1.440 -1.847
H: -1.757 2.296 -2.487
O: -1.479 1.551 1.664
H: -0.934 1.151 1.157
H: -2.180 1.852 1.103

Calculated values
LUMO level ... 3.407 eV
Energy above the lowest of the compared OMol25 structures with the same formula, charge and spin ... 1.139 eV
2S+1 ... 1
Net charge ... -1
HOMO level ... -4.04 eV
F_max ... 9.6 eV/Å
Electronic energy ... -14342.84288 eV
HOMO-LUMO gap ... 7.451 eV

Atom charges from the Mulliken analysis, given in e for atoms 1 to 2:
1. I -0.765
2. O -0.622


(4)
ORCA calculation (ωB97M-V with the def2-TZVPD basis set) on a 2-piece molecular cluster, H6N3PS overall at a distorted geometry.

Element x y z (Å)
N: -2.540 0.508 -0.268
N: 0.917 -0.728 1.163
N: 3.056 -0.414 -0.095
P: 1.904 -1.414 0.007
S: -1.052 0.619 -1.162
H: -2.338 0.721 0.704
H: -3.201 1.196 -0.601
H: 0.061 -1.289 1.285
H: 0.922 0.155 1.703
H: -1.655 1.316 -2.148
H: 3.925 -0.671 -0.587

Calculated values
LUMO level ... 0.460 eV
Energy above the lowest of the compared OMol25 structures with the same formula, charge and spin ... 3.019 eV
2S+1 ... 1
HOMO level ... -8.41 eV
F_max ... 1.9 eV/Å
Electronic energy ... -24690.73243 eV
HOMO-LUMO gap ... 8.865 eV
SMILES string ... [H]/N=P/N.NS

Atom charges from the Mulliken analysis, given in e for atoms 1 to 2:
1. N -0.552
2. N -0.434


(5)
ORCA calculation (ωB97M-V with the def2-TZVPD basis set) on one molecule with the formula H6N4OS at a distorted geometry.

Element x y z (Å)
N: -1.680 -0.160 -0.398
N: 2.053 0.947 0.383
N: 0.120 -1.784 0.043
N: 0.893 0.659 -0.395
O: -2.898 0.393 0.226
S: -0.396 -0.224 0.538
H: 2.771 1.331 -0.246
H: 1.837 1.707 0.975
H: -0.677 -2.490 -0.012
H: 1.020 -2.165 0.318
H: 0.580 1.369 -1.017
H: -3.623 0.416 -0.414

Calculated values
LUMO level ... 0.871 eV
Energy above the lowest of the compared OMol25 structures with the same formula, charge and spin ... 1.089 eV
2S+1 ... 1
HOMO level ... -8.19 eV
F_max ... 2.3 eV/Å
Electronic energy ... -18934.97942 eV
HOMO-LUMO gap ... 9.059 eV

Atom charges from the Mulliken analysis, given in e for atoms 1 to 2:
1. N -0.285
2. N -0.536


(6)
ORCA calculation (ωB97M-V with the def2-TZVPD basis set) on a 2-piece molecular cluster, H6NO3SSi2 overall at a distorted geometry.

Element x y z (Å)
N: 0.057 -0.233 -0.725
O: 3.538 0.007 -1.143
O: 2.884 -1.380 0.728
O: 2.795 1.032 0.941
Si: 0.173 1.424 -1.051
Si: -0.134 -1.209 0.652
S: 2.911 -0.116 0.098
H: 0.538 2.431 -0.054
H: -1.311 1.758 -1.406
H: 1.302 1.476 -2.078
H: 0.946 -0.908 1.749
H: 0.344 -2.578 0.580
H: -1.433 -1.375 1.234

Calculated values
LUMO level (alpha / beta) ... 2.901 / 2.900 eV
Energy above the lowest of the compared OMol25 structures with the same formula, charge and spin ... 2.230 eV
2S+1 ... 1
Net charge ... -1
HOMO level (alpha / beta) ... -4.49 / -4.49 eV
F_max ... 2.5 eV/Å
Electronic energy ... -34319.90772 eV
HOMO-LUMO gap (alpha / beta) ... 7.395 / 7.393 eV

Atom charges from the Mulliken analysis, given in e for atoms 1 to 2:
1. N -0.126
2. O -0.443


(7)
ORCA calculation (ωB97M-V with the def2-TZVPD basis set) on H6NO3SSi2 as an isolated structure at a distorted geometry.

Element x y z (Å)
N: -0.155 1.238 -0.265
O: -1.322 -0.256 -1.937
O: -2.349 0.273 0.213
O: -0.488 -1.362 0.135
Si: 1.174 1.343 -1.221
Si: -0.408 -1.255 1.697
S: -1.167 0.121 -0.565
H: 1.728 2.682 -1.134
H: 1.332 0.535 -2.478
H: 2.419 0.626 -0.691
H: 0.808 -2.167 1.988
H: -1.537 -1.850 2.329
H: -0.035 0.073 1.929

Calculated values
LUMO level ... 3.744 eV
Energy above the lowest of the compared OMol25 structures with the same formula, charge and spin ... 0.436 eV
2S+1 ... 1
Net charge ... -1
HOMO level ... -5.51 eV
F_max ... 4.4 eV/Å
Electronic energy ... -34321.70102 eV
HOMO-LUMO gap ... 9.255 eV

Atom charges from the Mulliken analysis, given in e for atoms 1 to 2:
1. N -0.258
2. O -0.609


(8)
ORCA calculation (ωB97M-V with the def2-TZVPD basis set) on H6NP3 as an isolated structure at a distorted geometry.

Element x y z (Å)
N: 1.157 0.628 0.101
P: 1.963 -0.704 0.740
P: -2.511 -0.340 0.464
P: -0.467 0.565 -0.171
H: 2.854 -0.851 -0.379
H: 3.027 -0.040 1.420
H: -2.720 -0.059 -0.941
H: -1.881 -1.495 0.511
H: -0.567 1.979 -0.229
H: -0.855 0.317 -1.518

Calculated values
LUMO level ... -0.382 eV
Energy above the lowest of the compared OMol25 structures with the same formula, charge and spin ... 2.094 eV
2S+1 ... 1
HOMO level ... -8.26 eV
F_max ... 3.4 eV/Å
Electronic energy ... -29450.56395 eV
HOMO-LUMO gap ... 7.874 eV

Atom charges from the Mulliken analysis, given in e for atoms 1 to 2:
1. N -0.347
2. P -0.152


(9)
ORCA calculation (ωB97M-V with the def2-TZVPD basis set) on one molecule with the formula H6NPSi at a distorted geometry.

Element x y z (Å)
N: 1.465 -0.237 0.881
Si: -1.384 0.156 -0.223
P: 0.745 -0.183 -0.917
H: 2.422 -0.549 0.661
H: 1.009 -1.028 1.134
H: -1.456 -0.842 0.992
H: -1.609 1.557 0.016
H: -2.100 -0.145 -1.538
H: 0.908 1.271 -1.005

Calculated values
LUMO level ... 0.880 eV
Energy above the lowest of the compared OMol25 structures with the same formula, charge and spin ... 1.292 eV
2S+1 ... 1
HOMO level ... -9.01 eV
F_max ... 4.8 eV/Å
Electronic energy ... -18752.19376 eV
HOMO-LUMO gap ... 9.887 eV
SMILES string ... NP[SiH3]

Atom charges from the Mulliken analysis, given in e for atoms 1 to 2:
1. N -0.659
2. Si 0.327


(10)
ORCA calculation (ωB97M-V with the def2-TZVPD basis set) on a 2-piece molecular cluster, H6NS2 overall at a distorted geometry.

Element x y z (Å)
N: 0.961 -0.808 -0.716
H: 1.153 -1.716 -0.271
H: 1.271 -0.829 -1.730
H: 1.491 -0.187 -0.115
H: -0.085 -0.578 -0.544
S: -1.502 0.713 -0.094
S: -0.865 1.623 1.709
H: -2.733 0.620 0.403
H: 0.309 1.162 1.358

Calculated values
LUMO level ... -4.262 eV
Energy above the lowest of the compared OMol25 structures with the same formula, charge and spin ... 0.853 eV
2S+1 ... 1
Net charge ... +1
HOMO level ... -13.10 eV
F_max ... 1.6 eV/Å
Electronic energy ... -23250.35514 eV
HOMO-LUMO gap ... 8.841 eV

Atom charges from the Mulliken analysis, given in e for atoms 1 to 2:
1. N -0.467
2. H 0.396


(11)
ORCA calculation (ωB97M-V with the def2-TZVPD basis set) on H6Na6O5 as an isolated structure at a distorted geometry.

Element x y z (Å)
Na: -4.571 1.245 -2.465
Na: 0.796 2.854 -1.646
Na: -0.874 -2.998 -3.307
Na: 1.808 -2.237 1.745
Na: -3.503 -3.486 0.954
Na: -1.982 1.761 3.162
O: -1.090 -0.379 -0.308
H: -0.214 -0.344 0.124
O: -5.337 2.747 0.928
H: -5.316 1.772 0.856
O: 1.323 0.012 5.053
H: 1.799 -0.723 5.486
O: 3.878 1.153 -0.177
H: 4.322 1.702 -0.851
O: 2.898 -0.949 -3.556
H: 3.167 -0.330 -2.878
H: 2.897 -1.800 -3.118

Calculated values
LUMO level ... -8.374 eV
2S+1 ... 1
Net charge ... +2
HOMO level ... -10.52 eV
F_max ... 1.7 eV/Å
Electronic energy ... -36809.67210 eV
HOMO-LUMO gap ... 2.149 eV

Atom charges from the Mulliken analysis, given in e for atoms 1 to 2:
1. Na 0.826
2. Na 0.860


(12)
ORCA calculation (ωB97M-V with the def2-TZVPD basis set) on one molecule with the formula H6O2P2S.

Element x y z (Å)
O: -1.997 -0.590 0.072
P: -0.434 -0.830 0.459
O: 0.015 -1.917 -0.679
P: 0.720 1.173 0.066
S: -0.233 -1.417 2.271
H: -2.173 -0.649 -0.874
H: 0.597 -1.555 -1.357
H: -0.449 1.839 0.507
H: 0.853 0.841 -1.316
H: 1.670 0.689 0.997
H: 1.431 2.415 -0.146

Calculated values
LUMO level ... 0.043 eV
2S+1 ... 1
HOMO level ... -8.21 eV
F_max ... 0.1 eV/Å
Electronic energy ... -33604.34696 eV
HOMO-LUMO gap ... 8.248 eV
SMILES string ... OP(O)([PH4])=S

Atom charges from the Mulliken analysis, given in e for atoms 1 to 2:
1. O -0.500
2. P 0.512